(1)
Entry from OMol25: C10H17N9O4V as an isolated structure (ωB97M-V with the def2-TZVPD basis set).

CARTESIAN COORDINATES (ANGSTROEM)
V: 0.362 -0.069 -0.113
C: 0.007 2.676 -1.078
C: -0.986 1.916 -1.931
O: -0.741 0.492 -1.742
C: -1.914 -0.360 -1.868
C: -2.644 -0.378 -0.539
O: -1.614 -0.590 0.426
C: -1.948 -0.582 1.813
C: -0.616 -0.740 2.520
O: 0.341 0.175 1.918
C: 0.304 1.538 2.432
C: 0.713 2.469 1.311
O: -0.050 1.988 0.187
H: -0.315 3.712 -0.958
H: 1.026 2.639 -1.462
H: -0.871 2.148 -2.989
H: -2.007 2.128 -1.613
H: -1.528 -1.350 -2.105
H: -2.541 -0.001 -2.683
H: -3.362 -1.199 -0.515
H: -3.157 0.564 -0.323
H: -2.603 -1.422 2.051
H: -2.452 0.357 2.061
H: -0.211 -1.736 2.351
H: -0.686 -0.545 3.589
H: 0.983 1.605 3.281
H: -0.716 1.750 2.754
H: 1.775 2.419 1.073
H: 0.427 3.494 1.550
N: 3.015 -2.015 -1.066
C: 1.836 -2.634 -0.771
N: 1.636 -3.930 -0.824
N: 0.347 -4.090 -0.457
N: -0.213 -2.976 -0.195
N: 0.721 -1.978 -0.385
C: 3.198 -0.665 -1.003
N: 4.326 -0.052 -1.283
N: 4.062 1.253 -1.094
N: 2.857 1.439 -0.720
N: 2.239 0.214 -0.643
H: 3.797 -2.587 -1.346

## Properties
Charge   +1
Energy above the lowest of the compared OMol25 structures with the same formula, charge and spin   0.0 kJ/mol
Lowest unoccupied orbital energy (alpha / beta)   -4.34 / -3.37 eV
2S+1   3


(2)
Entry from OMol25: a 2-piece molecular cluster, C10H17NO4 overall in a non-equilibrium geometry (ωB97M-V with the def2-TZVPD basis set).

CARTESIAN COORDINATES (ANGSTROEM)
C: -4.057 1.820 -0.979
C: -3.285 1.027 0.036
C: -3.589 0.961 1.347
C: -2.024 0.266 -0.448
C: -2.207 -1.249 -0.246
C: -1.039 -2.084 -0.724
C: 0.212 -1.743 0.057
C: 0.474 0.007 0.057
C: -0.878 0.796 0.337
O: 1.390 0.199 0.912
O: 3.228 1.876 -1.326
N: 3.804 1.715 -0.228
O: 4.900 2.240 0.120
C: 0.201 -2.115 1.515
O: 1.350 -2.175 -0.633
H: -3.595 1.715 -1.973
H: -5.111 1.500 -1.033
H: -4.084 2.892 -0.718
H: -2.955 0.390 2.033
H: -4.452 1.473 1.788
H: -1.896 0.487 -1.504
H: -2.389 -1.432 0.827
H: -3.082 -1.565 -0.828
H: -1.242 -3.141 -0.541
H: -0.859 -1.975 -1.799
H: 0.670 0.161 -1.041
H: -0.687 1.852 0.043
H: -1.130 0.807 1.422
H: -0.608 -1.537 1.983
H: 0.051 -3.188 1.708
H: 1.141 -1.795 1.993
H: 2.081 -1.709 -0.211

## Properties
Charge   0
Energy above the lowest of the compared OMol25 structures with the same formula, charge and spin   541.0 kJ/mol
Lowest unoccupied orbital energy (alpha / beta)   -2.50 / -1.64 eV
2S+1   1


(3)
Entry from OMol25: a 2-piece molecular cluster, C10H17P overall in a non-equilibrium geometry (ωB97M-V with the def2-TZVPD basis set).

CARTESIAN COORDINATES (ANGSTROEM)
C: -1.115 -0.601 0.456
C: -1.140 0.827 0.483
C: 0.157 -1.072 0.604
C: 0.159 1.256 0.317
C: 1.040 0.096 0.318
C: -2.306 -1.344 0.296
C: -2.398 1.560 0.612
C: 0.526 -2.502 0.556
C: 0.626 2.649 0.220
C: 1.505 -0.646 -1.794
P: 2.781 0.125 1.046
H: -2.171 -2.358 0.808
H: -2.620 -1.464 -0.771
H: -3.198 -0.753 0.726
H: -3.280 1.020 0.735
H: -2.400 2.265 -0.254
H: -2.402 2.189 1.517
H: 0.494 -2.967 1.545
H: 1.565 -2.620 0.168
H: -0.230 -3.027 -0.141
H: 0.655 2.972 -0.905
H: 1.594 2.808 0.707
H: -0.220 3.250 0.571
H: 2.497 -0.847 -1.478
H: 1.579 0.203 -2.395
H: 0.603 -1.331 -1.798
H: 3.632 0.693 0.145
H: 3.191 -1.194 0.674

## Properties
Charge   0
Energy above the lowest of the compared OMol25 structures with the same formula, charge and spin   288.1 kJ/mol
Lowest unoccupied orbital energy (alpha / beta)   -0.13 / -0.13 eV
2S+1   1


(4)
Entry from OMol25: a 7-piece molecular cluster, C10H18BBr4N2O14 overall in a non-equilibrium geometry (ωB97M-V with the def2-TZVPD basis set).

CARTESIAN COORDINATES (ANGSTROEM)
N: -4.317 3.609 0.052
H: -4.107 3.992 -0.865
H: -3.489 3.800 0.649
H: -4.346 2.572 -0.086
H: -5.184 3.836 0.529
N: -1.356 0.942 -1.088
H: -2.218 0.726 -1.670
H: -1.338 0.142 -0.457
H: -1.565 1.759 -0.478
H: -0.522 1.008 -1.661
O: 3.165 1.048 1.755
C: 2.747 -0.071 1.666
O: 3.045 -1.086 2.444
B: 2.481 -2.319 1.927
O: 1.625 -1.896 0.796
C: 1.723 -0.591 0.609
O: 1.144 0.058 -0.210
O: 1.668 -3.073 2.942
C: 2.359 -4.161 3.267
O: 2.070 -4.991 4.077
C: 3.608 -4.244 2.372
O: 3.552 -3.241 1.513
O: 4.489 -5.035 2.401
O: -1.500 5.644 -0.555
C: -0.931 4.499 0.007
O: 0.246 4.596 0.371
O: -1.672 3.468 0.024
H: -0.698 6.203 -0.430
O: -5.745 -0.303 -1.829
C: -4.553 0.304 -1.616
O: -3.614 0.115 -2.446
O: -4.428 1.018 -0.577
H: -5.645 -0.607 -2.750
Br: 1.580 2.018 -2.806
C: 3.505 2.032 -3.041
C: 4.142 1.303 -1.884
Br: 6.083 1.208 -2.288
H: 3.826 3.066 -3.105
H: 3.569 1.525 -3.998
H: 3.677 0.336 -1.720
H: 3.940 1.918 -1.006
Br: 0.156 -5.979 1.349
C: -0.537 -4.246 0.604
C: -1.189 -3.409 1.687
Br: -2.436 -2.150 0.892
H: -1.196 -4.552 -0.200
H: 0.347 -3.770 0.192
H: -0.399 -2.967 2.288
H: -1.758 -4.053 2.352

## Properties
Charge   -1
Energy above the lowest of the compared OMol25 structures with the same formula, charge and spin   0.0 kJ/mol
Lowest unoccupied orbital energy   1.85 eV
2S+1   1